The following is a DFT calculation (the ωB97M-V functional and the def2-TZVPD basis) of a single C4H11NO2 molecule in a non-equilibrium geometry.

```
18
C4H11NO2 the ωB97M-V functional and the def2-TZVPD basis
C -0.4852 1.1486 1.9705
N 0.5050 0.1111 1.7391
C 0.1889 -0.7946 0.5518
C 0.0990 -0.0956 -0.8153
C 0.0439 -1.2638 -1.8873
O 1.2317 0.6949 -1.0719
O -1.0313 0.7314 -0.9180
H -0.3849 1.9816 1.2652
H -1.5052 0.7520 1.9229
H -0.3539 1.5648 2.9752
H 1.4370 0.5110 1.6563
H -0.7477 -1.3109 0.7845
H 1.0015 -1.5275 0.5446
H -0.9136 -1.7905 -1.8355
H 0.8690 -1.9758 -1.7895
H 0.1338 -0.8366 -2.8920
H 1.2440 1.3544 -0.3598
H -1.3320 0.7456 -1.8407
```

Properties
Structure (SMILES) = CNCC(C)(O)O
Max |F| = 2.4 eV/Å
Kohn-Sham gap = 9.5861 eV
E_tot = -9911.0765 eV
Relative energy (zero: lowest compared OMol25 entry of this formula, charge and spin) = 112.4 kJ/mol
M = 105.14 u
Total charge = 0
Highest occupied orbital energy = -8.78 eV